Record 1
C20H29N5O3S2 | ωB97M-V/def2-TZVPD

Positions of all 59 atoms, in Å:
H1 -1.01738 -2.58607 -2.11827
H2 -3.94808 1.41246 -1.97722
C1 -3.01070 1.72995 -1.54838
H3 5.67937 -0.77900 0.80008
C2 -2.36186 -2.08679 1.50423
H4 -0.49965 -1.07320 1.25790
C3 2.06406 0.24803 -1.76575
S1 0.53558 1.91842 1.54798
H5 -0.38100 -2.62064 2.13399
H6 -3.11423 -3.14544 -0.94832
C4 4.85468 -0.06399 0.75520
C5 -1.10397 3.22016 -1.58961
H7 1.29542 1.01410 -1.84837
H8 3.73734 -2.52717 1.25014
C6 -2.75041 -2.11137 -0.91454
H9 -2.62578 -1.45950 2.35562
C7 0.94375 -3.01839 -0.36666
C8 2.92778 0.53439 -0.54042
N1 -0.80384 1.06833 1.29355
H10 2.55828 2.65764 -0.67316
H11 3.37784 -3.66378 -0.07313
C9 -1.24303 -2.09233 -1.17242
H12 1.53598 -1.76395 1.14104
N2 0.44079 2.90989 0.29395
H13 4.02323 2.10497 -1.50011
C10 -2.60451 1.12167 -0.39227
H14 4.97514 -2.11674 -0.89650
C11 -1.40526 1.53679 0.19828
C12 -0.53272 -2.82218 -0.02406
C13 3.96085 -1.72539 -0.76595
H15 -2.72562 -3.10624 1.68451
O1 1.27806 -3.72619 -1.29637
C14 5.40588 1.35851 0.73560
H16 2.67356 0.27799 -2.66521
H17 3.62734 2.28749 1.51917
C15 -2.26180 2.75687 -2.15414
N3 -3.07086 -1.55095 0.37282
O2 -4.89123 -0.07536 -0.43726
C16 -0.84490 -2.10809 1.28890
N4 4.09329 -0.32436 -0.44959
C17 3.26345 -2.63260 0.27256
S2 -3.73021 -0.04187 0.40445
H18 5.98608 1.54008 1.64170
C18 4.25070 2.34404 0.62238
H19 4.23878 -0.19058 1.66540
H20 4.62474 3.36531 0.53859
N5 1.84460 -2.39433 0.42103
C19 3.41626 1.98881 -0.60126
H21 -3.29522 -1.52945 -1.65867
H22 6.06537 1.46957 -0.12580
H23 -2.62803 3.19628 -3.06894
H24 -0.94551 -3.83838 0.02023
H25 1.57344 -0.71940 -1.70512
H26 2.29108 0.43094 0.37078
C20 -0.66059 2.61754 -0.40233
O3 -3.88035 0.34341 1.77478
H27 3.44338 -1.83263 -1.71755
H28 -0.53256 4.02559 -2.02219
H29 -0.89096 -1.05858 -1.22625

HOMO-LUMO gap (hartree): 0.2571
Total energy (Eh): -2075.40254
LUMO level (eV): -1.30
Total charge: 0

These are the natural (NBO) partial charges, in e, on atoms 1 to 2: 0.239, 0.255

=====

Record 2
C2H6OS2 | ωB97M-V/def2-TZVPD

Positions of all 11 atoms, in Å:
H1 -0.51466 3.27196 -0.57842
H2 0.05455 3.93122 -2.19068
H3 -0.79558 -4.59371 2.77768
C1 -0.21720 2.93430 -1.59245
H4 -0.40873 -3.05164 1.80405
O1 0.40088 -3.35392 3.56989
S1 1.39137 2.00623 -1.29388
C2 -0.32273 -3.68669 2.64993
H5 -1.11824 2.88534 -2.06306
S2 1.16539 0.14232 -2.05366
H6 0.36495 -0.48541 -1.02940

HOMO-LUMO gap (hartree): 0.3496
Total energy (Eh): -951.32389
LUMO level (eV): 0.39
Total charge: 0
SMILES: C=O.CSS

These are the natural (NBO) partial charges, in e, on atoms 1 to 2: 0.219, 0.221

=====

Record 3
C20H14F2InN2O14 | ωB97M-V/def2-TZVPD

Positions of all 53 atoms, in Å:
C1 1.49359 -2.11268 -1.40674
O1 -3.47159 -5.03073 -2.30863
O2 0.56920 -0.67193 4.70888
C2 2.08300 0.07335 -2.19251
O3 -0.88057 4.01049 2.36710
C3 2.74830 2.44966 -2.91049
H1 0.18166 4.66326 -2.65446
O4 -2.72765 1.22916 0.54475
H2 0.55996 -1.79174 1.73667
C4 2.44202 -1.27285 -2.00019
H3 -4.15635 -5.26769 1.73442
H4 -1.14052 -0.07469 -0.84496
C5 0.46941 0.29856 3.97195
C6 3.33826 4.80574 -3.54330
F1 -1.01731 -4.49358 1.26095
O5 -2.84936 4.58470 2.28617
C7 -3.22646 -5.01246 -1.04853
O6 4.05527 0.66653 -3.48632
O7 0.77793 0.01815 2.71530
C8 3.08237 1.00655 -2.82716
C9 0.20289 -1.62291 -0.95836
C10 1.01735 -1.39432 2.64274
C11 1.12719 4.19516 -2.88526
N1 -2.43801 0.69688 1.62754
C12 1.46327 2.91114 -2.58244
H5 -2.96762 -6.46563 1.62348
H6 4.14509 5.44077 -3.87821
O8 -2.48517 -0.51424 1.74186
In1 -2.25306 3.25504 5.04264
N2 -1.81368 4.27541 1.66226
C13 0.78662 0.53661 -1.77466
C14 3.63502 3.39165 -3.44824
O9 -1.78605 4.28600 0.41982
O10 0.05838 1.42000 4.32885
C15 2.03927 5.16955 -3.42082
H7 2.09153 -1.56860 2.58069
H8 -0.71798 -2.00146 3.78804
C16 -2.32180 -4.32321 0.95667
C17 0.42347 1.95100 -2.07893
H9 4.68451 3.17669 -3.58528
C18 0.34538 -1.78870 3.89808
O11 -0.67081 2.41151 -1.87943
H10 -2.46943 -3.36157 1.44815
H11 1.72790 6.17392 -3.66714
C19 -0.11709 -0.28206 -1.12062
F2 0.99801 -2.87157 4.40214
H12 -0.53568 -2.37939 -0.73778
O12 -2.49975 -4.06541 -0.46335
O13 -2.30569 1.49351 2.62486
H13 3.41668 -1.70928 -2.16130
O14 -3.64332 -5.85735 -0.11176
H14 1.77406 -3.15251 -1.32612
C20 -3.24281 -5.50457 1.18904

HOMO-LUMO gap (hartree): 0.0882
Total energy (Eh): -2322.50926
LUMO level (eV): -9.53
Total charge: +1

These are the natural (NBO) partial charges, in e, on atoms 1 to 2: -0.163, -0.578

=====

Record 4
C2H4N2 | ωB97M-V/def2-TZVPD

Positions of all 8 atoms, in Å:
H1 2.27114 -0.26889 0.23618
C1 -0.73997 0.38656 -0.01932
H2 1.06546 1.38283 -0.17226
H3 -1.02620 1.49730 -0.14085
N1 1.41385 -0.65233 -0.07844
N2 0.68086 0.45922 0.08134
H4 -2.76128 -0.73163 -0.07647
C2 -1.62871 -0.47454 0.04151

HOMO-LUMO gap (hartree): 0.2025
Total energy (Eh): -187.85976
LUMO level (eV): -1.43
Total charge: 0

These are the natural (NBO) partial charges, in e, on atoms 1 to 2: 0.304, -0.227

=====

Record 5
C26H60Br4Cl2F2LiMgN4O7S | ωB97M-V/def2-TZVPD

Positions of all 108 atoms, in Å:
H1 -0.89040 -3.71460 -1.79728
H2 -0.17486 4.80759 1.11031
O1 4.79194 4.61419 -0.49017
H3 -7.40917 -3.25315 3.41512
C1 0.07740 5.99792 2.94210
C2 -3.54549 -1.51004 -1.36323
H4 1.22319 2.05234 0.38833
Br1 -5.85703 -0.22756 -0.47300
H5 -4.40404 -0.84082 -3.34337
Br2 0.92836 -6.60144 -0.21931
C3 -0.06586 -0.88017 0.16766
H6 -3.56391 0.47787 -2.41156
C4 -0.37090 -2.70601 -1.68960
N1 -0.92717 0.03564 0.91538
H7 2.26658 5.66429 1.68900
C5 -4.30558 -0.38223 -2.28546
H8 6.36985 4.18920 1.53610
C6 -4.00211 -1.59278 0.21270
C7 -0.15718 0.98309 1.82215
C8 2.07014 -7.63779 -1.41324
H9 -3.69382 -2.55730 -1.78822
H10 -8.11742 -6.91187 -0.25548
H11 0.34616 0.62226 -3.94268
H12 2.18490 4.04590 0.88501
H13 0.61556 2.91709 3.56218
H14 -1.36027 0.67517 0.22019
H15 -1.94508 2.17994 2.29095
H16 6.16800 1.57148 -0.88999
Cl1 -6.52573 -1.15747 2.78211
S1 0.51871 -1.50004 -4.49982
H17 -0.99777 3.82547 3.61530
H18 0.01871 0.52822 2.84747
H19 2.32608 -3.02372 -3.97333
C9 -2.05264 -0.55274 1.69062
H20 5.43940 6.50787 -0.04107
C10 1.12305 -2.94636 -2.11760
H21 1.81778 -1.94758 0.48273
C11 7.25577 3.57912 1.33173
C12 -0.61943 -2.29674 -0.17123
C13 -6.59729 -2.92806 2.76902
H22 0.70447 -3.90762 -4.14982
H23 5.71093 3.68172 -2.11190
H24 -3.37481 0.59121 0.20689
C14 1.91736 4.59594 1.82836
H25 -0.90772 5.96870 3.49084
H26 -0.05261 -3.06474 0.44874
H27 5.34403 6.15689 -1.81354
H28 3.72922 8.38775 1.44568
H29 -4.21424 0.03631 1.69969
H30 8.14571 4.20991 1.44158
C15 -8.52466 -4.95866 0.08138
H31 0.10051 6.91443 2.26990
O2 7.24634 3.05150 0.01941
H32 1.42191 -3.98214 -1.74480
H33 7.31646 2.76467 2.05792
H34 -2.14340 0.01404 2.67092
H35 -3.61414 -2.56150 0.65118
H36 -0.95342 2.78716 0.85869
H37 -1.94327 -1.62675 2.01047
C16 -0.18691 3.40850 2.93636
H38 1.68833 -7.49166 -2.42185
C17 3.51870 -7.24732 -1.26401
N2 -8.79511 -6.18823 -0.42290
O3 -1.01798 -1.51637 -4.61618
H39 2.43250 4.15144 2.72928
N3 2.12223 0.11719 0.89875
H40 5.41527 2.21011 0.57657
C18 5.16398 3.43042 -1.20488
Br3 3.88720 -5.55439 -2.15368
C19 -3.43872 -0.27344 0.92700
F1 0.18725 -0.23168 -1.09225
H41 -0.93031 -1.97953 -2.34537
C20 1.22184 -3.00931 -3.70995
O4 1.02689 -1.36684 -5.90034
O5 4.11231 7.63047 1.90295
H42 0.93064 6.10177 3.67986
H43 -1.71058 -2.49114 0.00488
H44 4.23812 2.92933 -1.50134
H45 1.81112 -2.13259 -1.75567
H46 2.98782 0.03758 1.45015
H47 4.16433 -7.97495 -1.75582
H48 1.85612 1.84937 2.08937
H49 -2.43671 -1.29433 -1.46424
C21 1.30599 1.31205 1.25154
N4 -9.46970 -4.01639 -0.17048
H50 -10.31092 -4.19343 -0.68733
Cl2 -5.08272 -3.63133 3.35103
Mg1 -2.83845 -1.51700 -3.83280
C22 5.61790 5.73476 -0.79893
H51 1.92020 -8.67674 -1.11946
H52 -9.62294 -6.40824 -0.94473
O6 -7.50364 -4.71742 0.71689
O7 0.93921 -0.12088 -3.70790
H53 -5.18182 -1.51865 0.19277
Br4 5.65212 5.56170 -3.69290
H54 1.10335 -1.44708 2.05983
H55 -6.77746 -3.26791 1.75017
C23 5.97122 2.48602 -0.32654
H56 3.83083 -7.13473 -0.22732
H57 6.67834 5.47046 -0.79020
Li1 8.09674 5.55506 0.02199
F2 3.46934 -1.52763 1.89153
H58 4.01709 6.90561 1.27352
C24 -0.90095 2.40905 1.92644
H59 -5.37249 -0.02144 -1.88441
H60 -9.30391 -3.09213 0.18826
C25 0.34997 4.66103 2.09692
C26 1.29728 -1.08417 1.00332

HOMO-LUMO gap (hartree): 0.1058
Total energy (Eh): -13793.62896
LUMO level (eV): -5.10
Total charge: +1

These are the Mulliken partial charges, in e, on atoms 1 to 2: 0.469, 0.299

=====

Record 6
C6H29NO9 | ωB97M-V/def2-TZVPD

Positions of all 45 atoms, in Å:
C1 -0.45679 -0.13899 0.93435
O1 2.66841 -3.20213 -0.80790
H1 -3.29419 3.10167 -0.16605
H2 -1.31544 -0.74206 1.14728
H3 3.58142 -2.91457 -1.10988
H4 -3.88678 1.23074 1.23647
H5 -1.00949 0.27902 -1.01780
H6 0.04105 3.93078 2.29835
H7 3.01872 0.96086 1.71852
C2 1.66513 1.46553 -2.27269
H8 0.52157 -2.73887 1.82650
H9 -1.66494 -2.75446 0.77858
H10 2.36660 -2.65099 0.77235
H11 1.17471 3.62760 0.17224
O2 -0.38837 -2.99212 1.96752
C3 0.07631 2.83167 1.92884
O3 2.72281 0.37458 1.06928
H12 -1.73913 -1.86983 -1.20796
H13 0.94921 -2.63740 -3.38153
H14 -2.65084 -3.54464 0.02962
N1 -0.80293 0.80151 -0.16374
C4 0.50887 2.76325 0.52536
H15 -0.48841 -3.06842 2.87065
H16 1.93769 0.82861 0.65635
H17 2.39421 0.85403 -1.68816
C5 0.13407 1.83010 -0.39154
H18 -2.18467 2.73976 -1.02359
O4 -2.33701 -2.71786 0.15924
H19 0.27225 -1.70088 -2.37637
C6 0.56840 1.97371 -1.79901
H20 -0.15724 0.39235 1.87292
O5 -2.92986 3.32479 -0.99832
O6 -3.22699 1.92249 1.26388
H21 2.33971 -1.24021 1.51915
H22 0.37277 -0.87793 0.69185
H23 -2.03556 -1.35917 -2.58841
O7 -1.36899 -1.39835 -1.98194
H24 -0.12070 2.55933 -2.41089
H25 -2.41896 1.47286 0.87142
O8 2.13718 -2.19039 1.62491
O9 1.14082 -2.03402 -2.65866
H26 2.08959 -2.74715 -1.39520
H27 -0.87962 2.44371 2.12635
H28 1.97906 1.57512 -3.25176
H29 0.69633 2.23636 2.62942

HOMO-LUMO gap (hartree): 0.3246
Total energy (Eh): -977.87976
LUMO level (eV): 0.28
Total charge: 0
SMILES: C=C/C(=C/C)NC.O.O.O.O.O.O.O.O.O

These are the natural (NBO) partial charges, in e, on atoms 1 to 2: -0.445, -0.967

=====

LUMO level of number 6 (C6H29NO9)? 0.28 eV